The following is a quantum chemistry calculation of a 13-piece molecular cluster, C52H91N13 overall at a distorted geometry, from OMol25.

Output
Charge: 0
Energy above the lowest of the compared OMol25 structures with the same formula, charge and spin in kJ/mol: 100.02
2S+1: 1

The geometry in XYZ format:
```
156
Properties=species:S:1:pos:R:3:forces:R:3:mulliken_charge:R:1
C 1.44024 -6.14927 -0.89119 0.041 -0.255 0.372 -1.168
C 0.05720 -6.23109 -0.23931 0.065 0.476 -0.096 1.026
C -1.04655 -6.57939 -1.24391 0.300 0.926 -0.564 -0.089
C -0.78477 -7.86860 -1.88486 -0.672 0.111 0.454 0.081
N -0.54941 -8.89735 -2.33139 0.095 -0.173 -0.160 -0.477
H 1.54060 -5.43163 -1.70637 -0.370 -0.074 0.015 -0.021
H 1.70076 -7.13735 -1.27347 0.145 0.064 -0.117 0.600
H 2.18631 -5.87914 -0.14175 0.021 -0.057 0.053 0.118
H -0.21459 -5.27507 0.21765 0.045 0.046 -0.028 -0.623
H 0.08363 -6.95942 0.57200 -0.044 -0.076 -0.056 0.275
H -1.06498 -5.82480 -2.04189 0.398 -0.085 -0.078 0.075
H -2.04589 -6.41891 -0.83529 -0.041 -0.890 0.240 0.110
C 2.70618 1.27696 -2.96411 0.695 -0.067 0.320 -0.165
C 3.52655 2.09754 -3.95985 -0.050 -0.357 0.088 -0.940
C 2.70637 3.24265 -4.55472 -0.005 -0.483 -0.821 0.353
C 1.51835 2.74068 -5.27112 0.291 0.249 0.395 0.027
N 0.60704 2.34741 -5.84363 -0.251 -0.130 -0.084 -0.515
H 2.30264 1.90797 -2.17127 -0.264 0.037 -0.137 -0.130
H 3.33495 0.54716 -2.44717 0.080 -0.026 -0.098 0.186
H 1.93013 0.70814 -3.47682 -0.193 0.196 0.032 0.163
H 3.89392 1.42613 -4.73934 -0.201 0.126 -0.227 0.457
H 4.44244 2.52350 -3.54489 -0.183 0.017 0.403 0.323
H 3.29965 3.74510 -5.32246 0.007 0.306 0.219 0.422
H 2.38950 3.94828 -3.78840 0.050 0.073 0.013 -0.268
C -1.86052 -3.93560 3.53311 -0.158 -0.391 -0.040 -0.582
C -2.85597 -4.81753 2.77087 0.502 1.000 -0.564 0.727
C -2.75483 -6.29509 3.14269 0.220 0.044 0.485 -0.761
C -1.36128 -6.77444 3.23196 -0.070 0.164 -0.024 0.260
N -0.27572 -7.14978 3.27486 -0.147 0.085 0.003 -0.509
H -0.85219 -4.23886 3.25738 0.110 0.090 0.282 -0.093
H -2.03248 -4.02659 4.60742 0.231 -0.024 0.038 0.533
H -1.97338 -2.88530 3.27283 -0.052 -0.029 -0.102 -0.102
H -2.66585 -4.67556 1.70357 0.056 -0.106 -0.020 -0.658
H -3.84187 -4.38756 2.95321 -0.273 -0.570 0.038 0.465
H -3.24350 -6.98087 2.45132 -0.332 0.190 0.003 0.368
H -3.20410 -6.38784 4.13346 0.013 -0.398 -0.014 0.393
C 4.66228 6.55631 -2.71151 0.863 0.042 0.246 -1.050
C 5.68226 5.47261 -2.36853 0.314 -0.222 -0.046 -0.378
C 5.59520 4.93438 -0.94072 -0.668 -0.357 0.138 -0.509
C 4.34020 4.19888 -0.69396 0.325 0.326 0.098 0.103
N 3.38722 3.59290 -0.48969 -0.280 -0.023 -0.039 -0.242
H 4.79259 6.84630 -3.75289 -0.216 -0.009 -0.044 0.356
H 4.91370 7.43147 -2.10776 -0.386 0.085 0.013 0.396
H 3.63811 6.24488 -2.52704 -0.126 -0.004 -0.003 0.104
H 6.69532 5.87648 -2.43453 -0.071 0.070 -0.300 0.361
H 5.62062 4.64914 -3.08348 0.017 -0.045 0.066 0.218
H 5.66519 5.75843 -0.22830 -0.047 -0.080 0.086 0.369
H 6.37528 4.21296 -0.69002 0.210 0.184 -0.136 0.311
C 0.05966 7.04693 0.59194 -0.067 -0.115 -0.275 -1.303
C 0.64426 6.56024 -0.73459 -0.266 -0.029 0.171 -0.376
C 0.03677 5.24787 -1.21372 0.004 -0.442 -0.004 1.296
C -1.31710 5.37480 -1.74602 -0.291 0.254 0.168 -0.087
N -2.38074 5.49311 -2.16478 0.066 0.015 0.065 -0.536
H -1.00547 7.28316 0.54894 0.071 0.276 -0.275 0.213
H 0.64665 7.92414 0.86121 -0.318 0.062 0.422 0.426
H 0.12798 6.27882 1.36552 0.367 0.037 0.012 0.348
H 1.70528 6.39428 -0.55368 0.117 -0.043 -0.263 0.196
H 0.52356 7.31824 -1.51060 0.146 0.056 0.061 0.449
H 0.00660 4.55877 -0.36494 -0.058 -0.171 -0.149 -0.061
H 0.61640 4.76856 -2.00739 0.193 0.073 0.134 -0.547
C 1.82876 -4.01942 2.15886 -0.043 0.446 0.866 -0.096
C 3.27078 -4.21133 2.61231 -0.090 -0.466 -0.524 -1.049
C 4.14033 -2.96370 2.39938 -0.400 -0.025 0.797 -0.106
C 4.25999 -2.48819 1.02388 0.239 -0.219 0.146 0.398
N 4.36169 -2.07132 -0.04086 -0.033 0.026 -0.079 -0.560
H 1.79976 -3.43869 1.23704 -0.237 -0.332 -0.194 -0.311
H 1.27267 -3.44689 2.90861 0.104 0.217 -0.093 0.486
H 1.28471 -4.96097 2.10485 0.146 -0.053 -0.397 0.071
H 3.68212 -5.06802 2.07187 0.246 0.153 -0.067 0.361
H 3.33093 -4.48878 3.66502 -0.068 0.120 0.041 0.420
H 5.10834 -3.13166 2.87132 0.235 0.110 -0.404 0.504
H 3.68878 -2.13937 2.96263 -0.020 0.042 -0.017 -0.119
C 1.69796 0.36449 0.60983 -0.025 0.752 -0.438 -0.471
C 0.39441 0.78264 -0.08248 0.702 -1.171 -0.608 0.945
C -0.85746 0.14342 0.53321 0.081 0.989 -0.319 1.392
C -0.77049 -1.30324 0.68216 -0.034 0.325 -0.067 -1.183
N -0.71576 -2.44416 0.77535 0.002 -0.358 0.074 0.095
H 1.62640 0.59536 1.67387 0.217 -0.179 0.099 0.478
H 2.51612 0.93776 0.16837 -0.019 0.202 0.211 0.176
H 1.99634 -0.66834 0.43056 -0.459 -0.125 0.363 -0.742
H 0.44487 0.43630 -1.12127 0.007 -0.009 0.026 -0.592
H 0.30735 1.86313 -0.18265 -0.226 0.061 0.495 -0.066
H -1.67296 0.40235 -0.14603 -0.340 -0.245 0.317 -0.605
H -1.06617 0.60283 1.50109 -0.118 -0.116 0.041 0.475
C -1.83355 0.93360 -3.19800 -0.702 0.415 -0.136 -0.238
C -2.51374 2.23367 -2.76723 0.828 0.950 -0.163 0.359
C -4.02405 2.15717 -2.47292 0.500 -0.272 -0.394 -0.700
C -4.31619 1.06697 -1.54116 -0.018 0.399 -0.413 0.229
N -4.50378 0.20094 -0.81623 -0.080 -0.148 0.354 -0.391
H -2.05161 0.16873 -2.45220 0.353 -0.283 -0.146 -0.276
H -0.76826 1.09581 -3.35355 0.082 -0.080 0.341 -0.166
H -2.20237 0.61942 -4.17709 -0.181 -0.198 0.119 0.566
H -2.33415 2.99131 -3.53497 -0.426 -0.115 -0.237 0.729
H -1.97063 2.69868 -1.94132 -0.253 -0.438 0.436 -0.705
H -4.52325 1.97901 -3.42718 -0.248 -0.216 0.140 0.435
H -4.44399 3.07713 -2.06957 0.255 0.126 0.030 0.088
C -4.14376 -0.90872 2.32316 0.523 0.038 -0.149 -0.155
C -4.36769 0.34346 3.16651 -0.343 -0.466 0.031 -0.572
C -3.33010 0.49901 4.27370 0.083 -0.077 0.648 0.058
C -3.35172 -0.59553 5.27290 0.027 0.008 -0.814 0.133
N -3.40090 -1.48507 5.99616 0.019 0.029 0.134 -0.512
H -3.85587 -1.77024 2.93050 -0.386 0.002 0.156 -0.009
H -3.31422 -0.78500 1.62291 -0.120 0.159 -0.068 -0.205
H -5.03151 -1.12899 1.73572 0.036 -0.116 -0.033 0.360
H -5.37278 0.27099 3.58640 0.054 0.225 0.176 0.442
H -4.33326 1.22872 2.53023 -0.010 0.030 -0.006 0.045
H -3.46604 1.39757 4.88011 -0.058 0.223 -0.325 0.443
H -2.34276 0.55574 3.81197 0.135 -0.083 0.199 -0.106
C 0.31741 -2.00136 -2.50978 -0.586 -0.314 0.599 -0.904
C 1.66277 -2.31150 -1.84301 -0.983 0.314 -0.310 2.554
C 2.68712 -2.81593 -2.85523 -0.347 -0.246 -0.470 -0.337
C 2.14997 -3.90885 -3.68977 0.170 -0.144 0.412 0.023
N 1.73098 -4.76771 -4.32625 -0.037 0.058 -0.062 -0.578
H -0.40643 -1.63642 -1.77321 0.319 0.338 -0.090 -0.414
H -0.18749 -2.92001 -2.82106 0.334 -0.021 -0.505 0.585
H 0.37800 -1.29000 -3.33295 0.033 -0.075 -0.093 0.286
H 1.44120 -3.04201 -1.06336 0.380 -0.108 0.038 -0.757
H 2.02165 -1.40459 -1.35431 0.289 -0.218 -0.166 -1.178
H 3.60305 -3.14710 -2.36957 0.082 0.099 -0.104 0.481
H 2.89881 -2.04451 -3.60175 0.294 0.252 0.342 0.327
C -5.26242 5.51432 0.04853 -0.014 0.006 0.075 -0.844
C -4.46690 5.88782 1.29879 -0.008 -0.186 -0.573 -0.217
C -3.98774 4.62528 2.02348 -0.068 -0.256 0.961 -0.660
C -3.05254 3.80467 1.26640 -0.203 0.439 0.006 0.114
N -2.35514 3.13143 0.65944 0.521 -0.362 -0.269 -0.129
H -6.18279 5.00927 0.34719 -0.011 -0.077 -0.122 0.365
H -4.67661 4.85439 -0.59289 -0.025 -0.025 0.017 -0.032
H -5.53227 6.37523 -0.56139 0.036 0.094 0.127 0.376
H -5.06910 6.51995 1.94960 -0.010 -0.205 0.234 0.350
H -3.59709 6.48597 1.02210 0.078 -0.054 -0.004 0.041
H -4.77106 3.91143 2.30884 -0.406 0.386 -0.280 0.305
H -3.52827 4.84612 2.99236 0.192 0.221 -0.170 0.431
C -3.58265 -3.17904 -2.09157 0.444 -0.094 -0.202 -0.922
C -4.08720 -2.96114 -0.66943 -0.090 -0.186 -0.267 1.202
C -4.84343 -4.16215 -0.10528 -0.829 -0.461 0.387 -0.227
C -5.94570 -4.71173 -0.91948 0.330 0.499 -0.071 -0.033
N -6.81260 -5.12782 -1.54532 -0.065 -0.076 -0.051 -0.500
H -4.30764 -3.72063 -2.70093 0.061 -0.155 0.056 0.439
H -2.63406 -3.72330 -2.05287 -0.191 -0.340 -0.110 0.028
H -3.33006 -2.28955 -2.67286 -0.221 0.345 0.422 0.138
H -4.74614 -2.09722 -0.58417 0.185 -0.044 -0.139 0.151
H -3.24039 -2.81707 0.00494 -0.049 0.270 -0.021 -0.480
H -5.32205 -3.83428 0.82246 0.092 -0.122 0.106 0.299
H -4.23970 -5.03096 0.16595 0.333 0.181 -0.131 -0.027
C 5.53710 0.21202 4.34537 -0.280 -0.530 0.686 -1.307
C 4.30122 0.92386 3.82952 0.147 1.020 0.267 -0.801
C 4.35962 1.43258 2.37296 -0.382 -0.237 0.510 0.933
C 5.54577 2.22346 2.06975 0.128 -0.088 0.226 0.064
N 6.50851 2.81495 1.86708 -0.014 0.137 -0.133 -0.549
H 6.37092 0.87994 4.55629 0.059 0.094 -0.526 0.431
H 5.84016 -0.61828 3.70699 0.181 0.141 -0.147 0.263
H 5.32325 -0.22827 5.32500 -0.138 -0.052 -0.092 0.373
H 4.13036 1.81743 4.44098 0.215 -0.005 0.068 0.485
H 3.36925 0.37980 3.99464 0.172 -0.436 -0.364 0.345
H 3.48100 2.07037 2.27519 0.049 -0.006 -0.539 0.161
H 4.30561 0.61446 1.65426 -0.059 0.020 -0.052 -0.319
```
Forces are in eV/Å.